(1)
The following is a quantum chemistry calculation of a cluster of 2 separate species, C11H11N in total at a distorted geometry, from the Open Molecules 2025 dataset.

Total charge: 0
HOMO level: -9.2 eV
Gap between HOMO and LUMO: 9.860 eV
Total energy: -480.36125 Eh

```
23
Properties=species:S:1:pos:R:3:forces:R:3
C -1.199855 -3.208221 0.113783 -0.534 0.153 0.686
H -3.440532 -1.732984 2.074217 -2.350 0.978 0.964
C 0.777102 2.160557 -2.403847 1.789 -0.087 1.696
C -0.031850 -1.943726 2.038512 -0.139 -1.752 -3.869
H 0.258057 1.521369 -3.093597 -0.021 0.469 -0.949
C 1.968433 3.505992 -0.400904 1.197 -0.306 1.200
C -1.393953 -1.738808 2.401601 3.308 1.338 0.730
H -1.518963 -0.988811 3.097406 -0.537 1.173 2.206
H 0.972436 0.371266 -0.942965 -0.637 0.244 -0.839
C -2.545281 -2.093187 1.754131 1.913 -1.121 -3.681
C 1.469281 2.239587 -0.048663 0.945 -0.381 -2.826
C 1.048992 1.437216 -1.173572 0.109 2.975 0.759
H 1.741223 1.802886 0.919028 -0.526 0.299 -0.325
H 0.833190 -3.447110 0.550977 -1.218 1.429 0.569
C -2.406164 -2.651618 0.471089 -1.688 0.097 -0.516
H 0.948602 4.100297 -3.589001 1.742 -1.074 2.057
C 1.353680 3.524951 -2.633470 -3.398 -3.035 0.079
H -1.278134 -3.965238 -0.672773 0.971 0.545 0.010
H 1.127507 -1.453224 2.252015 -4.176 -1.491 0.091
N 2.018642 4.061842 -1.633170 -0.426 0.950 0.713
C -0.112702 -2.854206 0.866833 4.542 -1.150 0.927
H -3.124507 -2.650107 -0.403905 -0.071 -0.172 1.867
H 2.534796 4.001276 0.456274 -0.795 -0.082 -1.549
```
Positions in Å, forces in eV/Å.

Let us look at the natural (NBO) charges, expressed in e, one per atom:
1 C -0.2724
2 H 0.2139
3 C -0.2726
4 C -0.2415
5 H 0.2163
6 C 0.0286
7 C -0.2084
8 H 0.2028
9 H 0.2253
10 C -0.2331
11 C -0.2597
12 C -0.1730
13 H 0.2212
14 H 0.1999
15 C -0.1625
16 H 0.2148
17 C 0.0498
18 H 0.2266
19 H 0.2599
20 N -0.4424
21 C -0.1987
22 H 0.2138
23 H 0.1914

=====

(2)
The following is a quantum chemistry calculation of an isolated molecule of C11H11N3O2 at a distorted geometry, from the Open Molecules 2025 dataset.

Total charge: 0
HOMO level: -8.3 eV
Gap between HOMO and LUMO: 8.490 eV
Total energy: -740.39679 Eh

```
27
Properties=species:S:1:pos:R:3:forces:R:3
H -0.360799 -2.132457 -0.774993 0.393 -0.162 1.045
H -3.037445 2.987067 -0.841990 0.226 -0.040 -0.065
C 0.799876 0.023477 1.248804 -0.609 0.334 -0.725
C -2.319709 1.953559 -2.591316 0.155 -0.548 -1.046
C 1.281494 -1.242836 1.829781 -0.264 1.404 0.662
H -1.512911 0.639700 -4.160810 0.003 0.196 0.618
N 0.808603 -2.285658 1.034439 -0.092 0.365 -0.872
N 2.194836 1.690883 2.584657 1.540 0.548 0.477
C -2.349173 2.246771 -1.239637 1.042 -0.987 0.783
O 1.926466 -1.346055 2.851877 0.252 -0.839 0.098
C -1.494815 1.514799 -0.357513 -0.741 0.735 -0.892
N 0.298882 -1.672402 -0.136909 -0.300 0.288 -1.121
H 0.640708 2.209322 1.216059 0.259 -0.070 0.081
H 1.698283 -3.996867 1.924214 -0.276 0.728 -0.857
H -0.039622 -0.528445 -2.601660 0.232 -0.254 0.000
C 0.906318 1.423396 1.937829 -1.325 -0.596 -1.086
H 0.842238 -4.257321 0.400683 -0.122 -0.211 -0.260
C -1.507674 0.900738 -3.092988 -0.515 1.098 0.416
C 0.161066 -0.308638 0.052352 1.218 0.204 2.106
C -0.679410 0.240656 -2.204240 0.028 -0.400 -1.571
C -0.634963 0.535786 -0.868549 -0.493 -0.065 1.435
H -1.543714 1.722450 0.705764 0.048 -0.123 -0.111
O 2.735407 2.756688 2.357824 -1.536 -1.366 -0.230
H 2.477690 -3.502839 0.377379 -0.627 0.137 0.192
H -2.928040 2.522355 -3.305898 0.137 -0.266 0.429
H 0.134731 1.474411 2.748975 0.774 -0.118 -0.292
C 1.501679 -3.568538 0.905867 0.593 0.008 0.787
```
Positions in Å, forces in eV/Å.

Let us look at the natural (NBO) charges, expressed in e, one per atom:
1 H 0.4031
2 H 0.2241
3 C -0.2239
4 C -0.1979
5 C 0.6027
6 H 0.2231
7 N -0.2566
8 N 0.1709
9 C -0.2097
10 O -0.6149
11 C -0.1736
12 N -0.4268
13 H 0.2077
14 H 0.2451
15 H 0.2067
16 C -0.3433
17 H 0.2036
18 C -0.2161
19 C 0.2900
20 C -0.1559
21 C -0.1383
22 H 0.2213
23 O -0.2767
24 H 0.2020
25 H 0.2190
26 H 0.2353
27 C -0.4206

=====

(3)
The following is a quantum chemistry calculation of an isolated molecule of C11H11NO3, from the Open Molecules 2025 dataset.

Total charge: 0
HOMO level: -8.8 eV
Gap between HOMO and LUMO: 8.874 eV
Total energy: -706.23031 Eh

```
26
Properties=species:S:1:pos:R:3:forces:R:3
H 1.915667 1.256656 2.286834 0.208 0.084 0.116
H 0.228241 0.569302 2.004025 -0.161 -0.102 -0.024
O -0.555846 2.911364 -0.953651 -0.023 -0.308 0.107
C 2.931265 -1.211280 -1.145828 0.094 -0.269 0.235
H -4.408396 -0.138982 0.466694 -0.092 0.001 0.023
C 0.920843 1.905963 0.548232 0.073 0.107 0.370
H 1.485368 3.262743 -0.619577 0.014 -0.068 0.137
O 1.875735 2.756211 0.115342 0.009 0.049 -0.091
C -2.559429 0.874648 0.118752 0.214 0.069 0.025
C -0.658131 -0.523651 -0.429231 -0.535 0.077 0.320
C 1.035156 1.197050 1.673991 0.019 0.273 -0.330
C -3.363534 -0.245555 0.219828 -0.140 -0.068 -0.001
C -1.209451 0.748096 -0.177653 -0.307 -0.422 -0.097
H 3.501971 -0.343078 -0.817672 0.065 0.032 0.038
O 1.658255 -1.834661 0.753399 0.227 -0.236 0.227
H 3.484547 -2.111987 -0.880202 0.062 0.072 -0.083
N 0.625810 -0.608721 -0.924658 0.353 0.138 -0.860
H 2.786929 -1.147999 -2.219989 -0.066 0.015 0.036
H 0.817414 -1.756376 1.224329 -0.089 0.110 -0.160
H -2.962904 1.862295 0.289302 -0.044 0.076 -0.005
H -3.446334 -2.380923 0.073902 -0.049 -0.048 -0.028
C 1.618280 -1.208500 -0.437256 -0.223 0.107 -0.012
C -0.332434 1.931349 -0.266872 0.248 0.272 -0.050
H -1.077610 -2.619381 -0.556085 0.032 -0.047 -0.054
C -2.822997 -1.501871 -0.006718 -0.081 0.061 0.092
C -1.488407 -1.642711 -0.339236 0.192 0.024 0.071
```
Positions in Å, forces in eV/Å.

Let us look at the natural (NBO) charges, expressed in e, one per atom:
1 H 0.2180
2 H 0.2067
3 O -0.5374
4 C -0.6754
5 H 0.2182
6 C 0.2191
7 H 0.5000
8 O -0.6675
9 C -0.1405
10 C 0.2417
11 C -0.4638
12 C -0.2425
13 C -0.2124
14 H 0.2440
15 O -0.6732
16 H 0.2286
17 N -0.5547
18 H 0.2417
19 H 0.4942
20 H 0.2250
21 H 0.2170
22 C 0.6287
23 C 0.5292
24 H 0.2190
25 C -0.1745
26 C -0.2894

=====

(4)
The following is a quantum chemistry calculation of a cluster of 3 separate species, C11H11NOS in total at a distorted geometry, from the Open Molecules 2025 dataset.

Total charge: 0
HOMO level (spin up / spin down): -8.3 / -8.3 eV
Gap between HOMO and LUMO (spin up / spin down): 7.810 / 7.810 eV
Total energy: -953.76210 Eh

```
25
Properties=species:S:1:pos:R:3:forces:R:3
N 2.672682 -2.027715 -0.607487 0.693 -0.459 -1.977
C 0.933871 0.661759 2.614375 0.153 0.166 0.903
H -4.327508 0.842638 -0.456767 0.894 0.958 0.709
H -3.417090 3.866995 0.775902 -0.351 -2.328 -0.049
C -3.643126 2.774278 0.564784 0.492 1.502 -0.565
H -1.098134 0.074940 3.058289 0.217 0.159 -0.192
C 1.653787 0.546679 0.275664 -0.605 0.621 3.430
H -2.554450 -0.798841 1.423599 -0.411 -0.289 0.609
H 2.867041 -0.790560 -3.460396 0.342 1.097 -0.302
H 1.249056 -1.489527 -3.093055 -0.447 0.243 -0.322
C -0.345104 0.243158 2.285863 0.670 -0.523 0.477
C -1.820267 -0.719898 0.651109 -2.062 -0.908 -1.393
S -2.493661 -1.287204 -0.738454 -0.417 0.213 3.185
C 2.681170 -1.946433 -1.770342 -0.344 0.351 4.596
C -3.850262 1.709604 0.031053 -1.178 0.089 -0.087
H 2.507138 0.732909 -0.300286 0.407 0.004 -1.812
C -0.593125 -0.125987 0.981933 0.975 1.405 -0.973
C 0.333266 0.228714 -0.021004 0.924 -0.592 0.584
H 1.007853 0.880958 3.713577 0.807 -0.087 -1.285
O -1.668673 -1.072637 -1.890812 1.462 0.125 -2.592
H 3.009277 0.938194 2.091404 -1.430 -0.227 -1.278
C 2.317451 -1.609532 -3.081062 0.339 -2.053 -1.971
H 2.622207 -2.489536 -3.692949 -0.542 0.611 -0.074
C 1.977514 0.729949 1.646571 -0.538 0.123 1.719
H -0.020913 0.127095 -1.001512 -0.049 -0.201 -1.341
```
Positions in Å, forces in eV/Å.

Let us look at the natural (NBO) charges, expressed in e, one per atom:
1 N -0.3284
2 C -0.2205
3 H 0.2453
4 H 0.2573
5 C -0.2500
6 H 0.2128
7 C -0.1930
8 H 0.2313
9 H 0.2518
10 H 0.2736
11 C -0.1724
12 C -0.4734
13 S 1.1519
14 C 0.2876
15 C -0.2642
16 H 0.2228
17 C -0.1283
18 C -0.1667
19 H 0.2168
20 O -0.9478
21 H 0.2232
22 C -0.7318
23 H 0.2504
24 C -0.1817
25 H 0.2336